# 1
{"formula": "C18H44BeN2O6", "method": "ωB97M-V/def2-TZVPD", "species": ["Be", "C", "C", "C", "O", "H", "H", "H", "H", "H", "H", "H", "C", "C", "C", "O", "H", "H", "H", "H", "H", "H", "H", "C", "O", "C", "C", "N", "C", "C", "O", "C", "H", "H", "H", "H", "H", "H", "H", "H", "H", "H", "H", "H", "H", "H", "H", "C", "O", "C", "C", "N", "C", "C", "O", "C", "H", "H", "H", "H", "H", "H", "H", "H", "H", "H", "H", "H", "H", "H", "H"], "positions_angstrom": [[0.1683, -0.3326, 0.2484], [0.3516, -0.1654, 5.1054], [-0.4948, -0.9692, 4.1092], [-1.9673, -0.8393, 4.3444], [-0.2386, -0.7357, 2.7352], [-0.1049, -0.3734, 6.0731], [0.2764, 0.9200, 5.0401], [1.3727, -0.5200, 5.2457], [-0.2366, -1.9824, 4.4172], [-2.2805, 0.1646, 4.6310], [-2.3678, -1.3506, 5.2198], [-2.6241, -1.1016, 3.5150], [1.5728, 1.9627, -3.8052], [1.0925, 0.6446, -3.3272], [2.0683, -0.3759, -3.6766], [0.7796, 0.8024, -1.9696], [2.3962, 2.2823, -3.1665], [0.8177, 2.7484, -3.8281], [2.1234, 1.7717, -4.7263], [0.1859, 0.4224, -3.8901], [2.9670, -0.4198, -3.0614], [2.3633, -0.3873, -4.7258], [1.5580, -1.3113, -3.4470], [-3.4110, 2.1939, -3.3634], [-3.1620, 0.8237, -3.0663], [-3.4760, 0.5429, -1.6728], [-2.9443, -0.8769, -1.2981], [-1.4938, -1.0424, -1.4962], [-1.1375, -2.4286, -1.8352], [-1.1094, -3.2489, -0.4861], [0.1436, -2.7873, 0.1349], [0.5102, -3.5941, 1.2664], [-3.1380, 2.8427, -2.5312], [-4.4047, 2.3929, -3.7647], [-2.7249, 2.4115, -4.1820], [-4.5638, 0.5092, -1.7325], [-3.0910, 1.3601, -1.0628], [-3.4382, -1.4566, -2.0779], [-3.1981, -1.2841, -0.3193], [-1.1555, -0.3646, -2.1643], [-0.2135, -2.4816, -2.4111], [-1.8706, -2.7635, -2.5691], [-1.2488, -4.3279, -0.5530], [-1.8325, -2.8595, 0.2305], [1.1846, -2.9603, 1.8422], [1.1301, -4.3878, 0.8495], [-0.3554, -3.9342, 1.8349], [-2.1430, 2.4408, 1.7949], [-0.9068, 2.1265, 1.1005], [0.0254, 3.1970, 0.9380], [1.3636, 2.6545, 1.4609], [1.8486, 1.5395, 0.6051], [3.0574, 1.0198, 1.2238], [3.6575, -0.1229, 0.3510], [2.6158, -1.0870, 0.1734], [3.0544, -2.1789, -0.6146], [-2.7921, 1.5671, 1.8535], [-2.7710, 3.1887, 1.3107], [-1.8681, 2.8076, 2.7838], [-0.0584, 4.1089, 1.5292], [-0.1024, 3.5335, -0.0908], [1.1812, 2.2620, 2.4613], [2.1929, 3.3608, 1.4218], [1.9296, 1.7234, -0.3847], [2.9043, 0.7541, 2.2697], [3.7307, 1.8746, 1.1608], [4.5360, -0.5497, 0.8350], [4.1193, 0.2122, -0.5777], [4.0706, -2.0309, -0.9802], [2.3072, -2.5324, -1.3250], [3.2689, -3.0023, 0.0667]], "e_homo_ev": -6.94, "charge": 0, "relative_energy_kj_mol": 303.0, "energy_ha": -1287.6320, "lumo_ev": 0.25}

***

# 2
{"formula": "C32H27BrN6O2S3SbYb", "method": "ωB97M-V/def2-TZVPD", "species": ["Yb", "C", "C", "C", "C", "C", "C", "N", "Sb", "C", "C", "C", "C", "C", "C", "N", "C", "C", "C", "C", "C", "C", "N", "H", "H", "H", "H", "H", "H", "H", "H", "H", "H", "H", "H", "H", "H", "H", "H", "H", "H", "Br", "C", "C", "N", "C", "C", "C", "C", "O", "O", "H", "H", "H", "S", "C", "S", "C", "N", "N", "C", "C", "C", "C", "C", "C", "S", "H", "H", "H", "H", "H", "H"], "positions_angstrom": [[0.0000, 0.0000, 0.0000], [-0.3069, -3.2485, -0.5199], [0.8639, -3.0152, 0.3805], [1.6410, -4.0811, 0.8580], [2.7297, -3.8143, 1.6915], [3.0335, -2.4981, 2.0377], [2.2398, -1.4591, 1.5454], [1.1801, -1.7414, 0.7363], [2.7604, 0.5650, 2.0892], [0.8291, 1.2410, 2.7391], [0.6949, 1.9060, 3.9616], [-0.5678, 2.3471, 4.3658], [-1.6781, 2.1227, 3.5494], [-1.5074, 1.4524, 2.3302], [-2.6681, 1.1957, 1.4196], [-0.2657, 1.0318, 1.9639], [2.7661, 1.4264, 0.1176], [3.8545, 2.1979, -0.3012], [3.8506, 2.7481, -1.5853], [2.7660, 2.5240, -2.4356], [1.6908, 1.7463, -1.9841], [0.5070, 1.4797, -2.8611], [1.7219, 1.2231, -0.7278], [-0.4490, -4.3291, -0.7335], [-0.1425, -2.7149, -1.4796], [-1.2266, -2.8548, -0.0390], [1.4109, -5.1045, 0.5894], [3.3389, -4.6256, 2.0670], [3.8789, -2.2851, 2.6795], [1.5579, 2.0815, 4.5902], [-0.6869, 2.8647, 5.3091], [-2.6551, 2.4679, 3.8632], [-3.6145, 1.5963, 1.8429], [-2.7842, 0.1029, 1.2640], [-2.4847, 1.6847, 0.4400], [4.6942, 2.3688, 0.3595], [4.6866, 3.3470, -1.9226], [2.7655, 2.9512, -3.4310], [0.6179, 1.9656, -3.8541], [-0.4105, 1.8731, -2.3761], [0.3969, 0.3858, -3.0141], [-4.2028, 5.1002, -5.5307], [-2.7309, 4.4770, -4.5293], [-1.4982, 5.1060, -4.6166], [-0.3991, 4.7169, -3.9302], [-0.5552, 3.6380, -3.1151], [-1.7467, 2.9368, -2.9557], [-2.8566, 3.3792, -3.6886], [-1.8240, 1.7564, -2.0322], [-2.9475, 1.1705, -1.9419], [-0.7620, 1.4364, -1.4143], [-1.3483, 5.9674, -5.2590], [0.3378, 3.3374, -2.5698], [-3.8025, 2.8517, -3.5855], [-2.7718, -5.4833, 5.5496], [-2.0489, -4.1588, 4.8215], [-2.4697, -3.7696, 3.1530], [-1.3453, -2.4571, 3.2206], [-0.7237, -2.2877, 4.3378], [-1.1041, -3.2345, 5.2785], [-0.4475, -3.0908, 6.5491], [0.5295, -2.0841, 6.7084], [1.2109, -1.8856, 7.9152], [0.9320, -2.6936, 9.0079], [-0.0279, -3.6910, 8.8869], [-0.7083, -3.8834, 7.6735], [-0.9941, -1.3830, 1.9480], [0.7798, -1.4278, 5.8748], [1.9549, -1.0974, 7.9860], [1.4562, -2.5455, 9.9469], [-0.2592, -4.3278, 9.7367], [-1.4473, -4.6706, 7.6698], [-1.1290, -1.2285, -1.0713]], "e_homo_ev": [-7.06, -7.05], "charge": 0, "multiplicity": 2, "relative_energy_kj_mol": 0.0, "energy_ha": -6881.8561, "lumo_ev": [-0.91, -0.91], "s_squared": 0.751}

***

# 3
{"formula": "C3H8N4S", "method": "ωB97M-V/def2-TZVPD", "species": ["C", "C", "C", "N", "N", "N", "N", "S", "H", "H", "H", "H", "H", "H", "H", "H"], "positions_angstrom": [[0.1111, -1.2627, -1.1760], [-0.5357, 1.5565, 0.2062], [0.8602, 0.7734, 0.1625], [-1.2897, -1.5237, -1.0441], [-1.9981, -2.9100, 0.7387], [0.8679, -0.7259, 0.1055], [-1.8202, -2.2856, -0.2672], [-2.8331, -3.9506, 1.5584], [0.5341, -2.2251, -1.5686], [0.2926, -0.4600, -1.9638], [-0.9166, 1.7369, 1.1348], [-0.4151, 2.6353, -0.1163], [-1.1831, 1.0162, -0.4603], [1.3193, 1.0194, -0.7731], [1.4350, 1.1990, 0.9970], [0.4585, -1.2500, 0.9106]], "e_homo_ev": [-6.90, -8.52], "charge": 0, "multiplicity": 3, "energy_ha": -736.0785, "lumo_ev": [0.81, -2.10], "s_squared": 2.024}

***

# 4
{"formula": "C3H2CdO4", "method": "ωB97M-V/def2-TZVPD", "species": ["O", "C", "O", "O", "C", "C", "O", "Cd", "H", "H"], "positions_angstrom": [[2.3582, -0.4335, 0.4082], [3.0105, 0.3488, -0.1871], [3.8356, 0.9522, -0.7189], [-0.2747, 0.9862, 0.4203], [-1.4641, 0.6367, -0.1412], [-1.8613, -0.6586, -0.1506], [-1.0452, -1.6392, 0.2952], [0.4240, -0.6954, 1.0700], [-2.1281, 1.4436, -0.4738], [-2.8549, -0.9408, -0.5222]], "e_homo_ev": -6.67, "charge": 0, "relative_energy_kj_mol": 15.5, "energy_ha": -584.1141, "lumo_ev": -0.96}

***

# 5
{"formula": "C9H16NO", "method": "ωB97M-V/def2-TZVPD", "species": ["C", "C", "C", "C", "C", "C", "C", "O", "H", "H", "H", "H", "H", "H", "H", "H", "C", "C", "N", "H", "H", "H", "H", "H", "H", "H", "H"], "positions_angstrom": [[-2.5384, 1.5719, 2.0258], [-0.7453, -2.2464, 1.2395], [-0.0720, -1.4302, 2.1730], [-1.8761, -1.7449, 0.5706], [-0.6132, -0.1324, 2.2611], [-2.5115, -0.5748, 0.8836], [-1.8541, 0.2666, 1.8050], [-0.1776, -3.4569, 1.0001], [0.7760, -1.6620, 2.8009], [-0.8070, -4.1839, 1.0549], [-2.2195, -2.2686, -0.3047], [-0.2793, 0.6761, 2.9346], [-3.4801, -0.3900, 0.4495], [-2.2137, 2.0482, 2.9524], [-3.5949, 1.3032, 2.0839], [-2.3782, 2.3061, 1.1983], [1.7943, 1.3529, -2.1413], [2.8559, 1.5635, -3.2075], [2.0512, 0.0494, -1.4351], [1.6815, 2.1278, -1.3707], [0.7931, 1.2600, -2.6198], [3.8506, 1.5203, -2.8128], [2.4968, 2.4821, -3.7033], [1.2539, -0.4406, -1.0111], [2.2433, -0.6382, -2.1754], [2.7245, -0.0776, -0.6778], [2.8399, 0.7185, -3.9736]], "e_homo_ev": -11.29, "charge": 1, "relative_energy_kj_mol": 123.0, "energy_ha": -482.2460, "lumo_ev": -3.58}

***

# 6
{"formula": "C11H24N2NbO2P2", "method": "ωB97M-V/def2-TZVPD", "species": ["C", "C", "C", "N", "Nb", "O", "C", "C", "C", "C", "C", "C", "C", "C", "P", "N", "P", "O", "H", "H", "H", "H", "H", "H", "H", "H", "H", "H", "H", "H", "H", "H", "H", "H", "H", "H", "H", "H", "H", "H", "H", "H"], "positions_angstrom": [[3.9804, 0.0675, 0.9150], [4.0110, -0.5711, -0.6043], [3.2421, -2.0200, -0.7444], [2.1142, -1.9982, -1.7965], [0.2383, -1.6640, -0.7965], [0.4660, -3.5876, 0.1205], [0.0673, 0.4568, -1.6744], [-0.8527, 1.3117, -0.5701], [-0.0774, 1.6209, 0.8784], [-0.8524, 2.4106, 2.0912], [-2.4353, 2.8986, 1.8627], [-3.1375, 3.6416, 3.1562], [-3.1491, 2.6128, 0.4130], [-2.3928, 1.8121, -0.8428], [-1.1589, -2.6615, -2.6797], [-2.4849, -1.7386, -2.9632], [-1.9135, -1.3882, 0.5444], [-2.3601, -2.8516, 1.0495], [4.9918, -0.2138, 1.4322], [3.9738, 1.2462, 0.7924], [3.0495, -0.2421, 1.5533], [3.5651, 0.2488, -1.3194], [5.1319, -0.7298, -0.9137], [2.8516, -2.4468, 0.2806], [4.0617, -2.7946, -1.1302], [2.3441, -1.1888, -2.4354], [1.1405, -0.9568, 0.6294], [0.2854, -3.4108, 1.0910], [-0.3789, 0.4885, -2.7592], [1.1535, 0.9493, -1.7048], [1.0421, 1.2690, 1.0285], [-0.2812, 2.6069, 3.0935], [-2.4790, 4.5807, 3.4019], [-4.2794, 3.8660, 3.0286], [-3.0194, 2.9099, 4.0909], [-4.2652, 2.9997, 0.2580], [-2.9448, 1.5977, -1.8787], [-0.3229, -2.8027, -3.8535], [-1.6607, -3.9436, -2.2167], [-2.4867, -0.8965, -2.3385], [-3.0517, -0.8928, -0.2316], [-1.7258, -0.5953, 1.7422]], "e_homo_ev": -4.63, "charge": -1, "energy_ha": -1432.7225, "lumo_ev": 1.50}